(1)
Here is C7H10N2 in the gas phase in a non-equilibrium geometry from OMol25. Energies are from ωB97M-V with the def2-TZVPD basis set.

Each line ends with the Löwdin charge.
Atoms and positions in Å:
H 1.2748 -2.7629 -0.8430  0.05
N 0.6218 -2.0433 -0.7318  0.12
C 0.8723 -1.2133 0.1280  -0.50
N 1.9480 -1.4277 1.0120  0.08
C 0.2651 0.1191 0.1010  -0.16
C -0.8350 0.5013 -0.5991  -0.26
C -1.5884 -0.4954 -1.4607  -0.08
C -1.0572 1.9233 -0.5357  0.03
C -0.4059 2.2455 0.7430  -0.04
C 0.6001 1.1967 1.1221  -0.16
H 1.9902 -2.4764 1.0551  0.10
H 1.7716 -1.0224 2.0288  0.13
H -1.2969 -1.6318 -1.1719  0.10
H -2.7680 -0.3443 -1.6377  0.11
H -1.2101 -0.4976 -2.4622  0.05
H -1.7862 2.4586 -1.0748  0.09
H -0.5696 3.2725 1.0334  0.08
H 0.4899 0.5946 2.0649  0.12
H 1.6835 1.6037 1.2286  0.15

Summary:
- Net charge: 0
- HOMO: -8.012 eV
- ΔE to the lowest compared entry with this formula, charge and spin: 75.72 kcal/mol

---

(2)
Here is a molecular structure, C34H53N2O2P2W in a non-equilibrium geometry from OMol25. Energies are from ωB97M-V with the def2-TZVPD basis set.

Each line ends with the Löwdin charge.
Atoms and positions in Å:
C 3.0509 0.6536 0.4866  -0.30
C 1.9923 2.2185 -0.9905  -0.30
C 4.2508 1.3584 0.4513  0.02
C 3.1894 2.9914 -0.9711  0.04
C 4.3011 2.5605 -0.2735  0.02
H 5.1156 0.9802 1.0136  0.15
H 3.2150 3.9191 -1.5533  0.14
H 5.2187 3.1566 -0.2907  0.14
N 1.9341 1.0689 -0.1829  -0.06
P 1.1956 -0.5982 2.0760  1.07
P -0.3374 1.2757 -2.1010  1.03
C 2.9023 -0.6063 1.3263  -0.23
H 2.9626 -1.5025 0.6900  0.07
H 3.7126 -0.6768 2.0734  0.10
C 0.8891 2.5293 -1.8180  -0.12
H 0.9931 3.3927 -2.4879  0.11
C 0.2144 0.3454 -3.7104  -0.62
C -1.9928 2.1569 -2.4601  -0.64
C 0.8860 -2.3292 2.8220  -0.65
C 1.3725 0.7302 3.4502  -0.62
C -0.5046 -1.0189 -3.7885  -0.08
H -1.5524 -0.9082 -4.1026  0.08
H 0.0003 -1.6602 -4.5344  0.11
H -0.4998 -1.5397 -2.8239  0.04
C -0.0250 1.1220 -5.0232  -0.07
H -1.0887 1.2257 -5.2734  0.08
H 0.4378 2.1183 -4.9921  0.09
H 0.4525 0.5618 -5.8506  0.11
C 1.7406 0.1708 -3.5717  -0.10
H 2.0879 -0.5963 -4.2840  0.10
H 2.2591 1.1159 -3.7951  0.10
H 2.0436 -0.1277 -2.5631  0.03
C -3.0013 1.1547 -3.0583  -0.07
H -3.0859 0.2544 -2.4301  0.08
H -3.9960 1.6320 -3.1019  0.11
H -2.7371 0.8489 -4.0792  0.07
C -2.5581 2.6811 -1.1371  -0.11
H -2.8924 1.8588 -0.4896  0.01
H -1.8230 3.2833 -0.5852  0.10
H -3.4370 3.3159 -1.3478  0.12
C -1.7912 3.3741 -3.3834  -0.06
H -1.3857 3.1126 -4.3691  0.07
H -2.7708 3.8577 -3.5442  0.11
H -1.1267 4.1124 -2.9155  0.09
C 0.1205 0.7030 4.3511  -0.07
H 0.1557 1.5736 5.0304  0.11
H -0.8111 0.7757 3.7692  0.06
H 0.0838 -0.2006 4.9771  0.08
C 1.5135 2.1272 2.8040  -0.07
H 2.4818 2.2412 2.2944  0.08
H 0.7175 2.3567 2.0843  0.04
H 1.4660 2.8771 3.6120  0.12
C 2.6361 0.5246 4.3144  -0.06
H 2.6727 1.3385 5.0607  0.12
H 2.6437 -0.4248 4.8643  0.07
H 3.5548 0.5961 3.7158  0.08
C 1.1130 -3.3594 1.7015  -0.11
H 2.1517 -3.3766 1.3401  0.08
H 0.8816 -4.3627 2.0983  0.11
H 0.4426 -3.1667 0.8523  0.05
C -0.5965 -2.4155 3.2374  -0.08
H -1.2557 -2.1537 2.3933  0.05
H -0.8227 -3.4534 3.5372  0.11
H -0.8421 -1.7605 4.0837  0.07
C 1.7983 -2.6768 4.0171  -0.06
H 2.8645 -2.5538 3.7761  0.09
H 1.5621 -2.0784 4.9071  0.08
H 1.6370 -3.7379 4.2848  0.11
W 0.0800 -0.0203 -0.0359  1.32
C -0.8850 1.3453 1.0372  -0.31
O -1.7011 2.0766 1.8503  -0.09
N 1.0315 -1.5263 -0.9458  -0.04
C 1.6663 -2.3921 -1.4691  -0.05
C 2.4403 -3.3691 -2.1103  -0.20
C 2.0870 -4.7424 -2.0359  0.01
C 3.5922 -2.9813 -2.8434  0.00
C 2.8746 -5.6962 -2.6842  -0.02
H 1.1971 -5.0359 -1.4717  0.13
C 4.3671 -3.9513 -3.4832  -0.02
H 3.8561 -1.9200 -2.9013  0.12
C 4.0117 -5.3051 -3.4055  0.00
H 2.5969 -6.7529 -2.6252  0.13
H 5.2528 -3.6451 -4.0478  0.13
H 4.6236 -6.0598 -3.9112  0.14
C -3.4530 -0.5668 1.9456  0.01
C -3.1461 0.5933 1.1967  -0.18
C -4.1430 1.7314 1.2337  0.02
O -1.9240 0.2356 0.6054  -0.30
H -4.4803 -0.5246 2.3564  0.13
H -2.7949 -0.6891 2.8301  0.13
H -3.4184 -1.4903 1.3254  0.15
H -3.8151 2.7268 1.5720  0.13
H -4.7514 1.8383 0.3061  0.14
H -4.9508 1.4696 1.9743  0.13

Summary:
- Net charge: +3
- HOMO (alpha / beta): -16.369 / -16.389 eV
- Multiplicity: 3

---

(3)
Here is a molecular structure, C11H16AlClO2Rh in a non-equilibrium geometry from OMol25. Energies are from ωB97M-V with the def2-TZVPD basis set.

Each line ends with the Löwdin charge.
Atoms and positions in Å:
Rh 0.0471 -0.7223 -3.4204  0.60
Cl 1.1813 -1.9348 -5.0171  -0.08
C 1.8132 -0.0755 -2.7070  -0.26
C -1.6218 -1.6042 -4.0834  -0.29
H 2.3123 0.3465 -3.5963  0.01
H 1.7374 0.6543 -1.8866  0.00
H 2.3369 -0.9981 -2.4048  0.01
H -1.6158 -1.4577 -5.1748  -0.01
H -2.5220 -1.1955 -3.6045  0.01
H -1.4914 -2.6739 -3.8510  0.00
Al -0.8736 -0.0732 -0.8528  0.22
C -2.0904 -1.5877 -0.7101  -0.14
C -0.7997 1.1213 -2.3742  -0.10
H -3.0940 -1.2377 -0.4261  0.02
H -2.1922 -2.1544 -1.6456  -0.03
H -1.7448 -2.2824 0.0683  0.02
H -1.7244 1.3487 -2.9310  0.00
H -0.0172 1.8836 -2.4891  0.00
O 0.5314 -0.3486 0.4377  -0.05
C -0.0841 0.4766 1.2445  -0.54
O -1.1773 1.0137 0.7989  -0.03
C 0.4467 0.7505 2.5856  -0.20
C -0.0857 1.8098 3.3198  -0.07
C 0.4146 2.0789 4.5943  -0.14
C 1.4196 1.2639 5.1337  -0.17
C 1.9417 0.1966 4.3883  -0.14
C 1.4611 -0.0586 3.1057  -0.07
H -0.8819 2.4074 2.8770  0.10
H 0.0102 2.9144 5.1681  0.08
H 1.7887 1.4506 6.1418  0.07
H 2.7237 -0.4339 4.8103  0.08
H 1.8503 -0.8783 2.5005  0.10

Summary:
- Net charge: -1
- HOMO (alpha / beta): -0.974 / -5.190 eV
- Multiplicity: 5
- ΔE to the lowest compared entry with this formula, charge and spin: 0.91 kcal/mol

---

(4)
Here is 2 unconnected molecules or ions with the total composition C7H10 in a non-equilibrium geometry from OMol25. Energies are from ωB97M-V with the def2-TZVPD basis set.

Each line ends with the Löwdin charge.
Atoms and positions in Å:
C -1.8776 0.7289 -0.0634  -0.07
C -1.3013 -1.3890 0.0628  -0.07
C -0.9260 -0.1951 -0.7851  -0.13
C -0.9884 -0.1255 0.8269  -0.12
C 0.2521 0.2141 0.0558  -0.27
C 0.9116 1.5558 0.0379  -0.08
C 1.9133 -1.1043 -0.0393  0.07
H -1.7044 1.7940 -0.1207  0.09
H -2.9287 0.4725 -0.0873  0.10
H -2.3380 -1.6989 0.0306  0.10
H -0.6047 -2.2104 0.1395  0.09
H 1.8545 1.5235 0.5749  0.07
H 0.2911 2.3201 0.5095  0.08
H 1.1125 1.8573 -0.9913  0.09
H 2.2030 -1.1842 0.9918  0.02
H 2.5830 -0.5454 -0.6635  0.02
H 1.5481 -2.0135 -0.4791  0.01

Summary:
- Net charge: 0
- HOMO: -9.265 eV
- ΔE to the lowest compared entry with this formula, charge and spin: 121.94 kcal/mol

---

(5)
Here is C3H4O in the gas phase in a non-equilibrium geometry from OMol25. Energies are from ωB97M-V with the def2-TZVPD basis set.

Each line ends with the Löwdin charge.
Atoms and positions in Å:
C 0.6711 0.4030 -0.2586  -0.30
C 1.4846 -0.5680 0.1013  0.09
C -0.5638 0.2516 0.3517  -0.18
O -1.6864 -0.1005 -0.3220  0.03
H 1.0605 0.9894 -1.0777  0.09
H 1.3965 -0.9921 1.0684  0.00
H -0.3848 -0.4059 1.3105  0.14
H -1.5356 0.3299 -1.1939  0.13

Summary:
- Net charge: 0
- HOMO (alpha / beta): -7.919 / -8.499 eV
- ΔE to the lowest compared entry with this formula, charge and spin: 92.76 kcal/mol